Here is a cluster of 10 separate species, C61H64F3I2N9O4 in total in a non-equilibrium geometry from OMol25. Energies are from ωB97M-V/def2-TZVPD.

Structure (XYZ):
```
143
Properties=species:S:1:pos:R:3:mulliken_charge:R:1
C -4.4094 3.0204 -1.8232 -0.26
C -1.3931 2.7058 2.8591 -0.60
H 3.7270 0.4790 -4.5178 -0.05
C 0.3535 -0.2653 -8.0672 -0.41
C 9.8385 4.0195 -2.7300 -0.13
C -11.1150 -6.2254 9.6881 -0.17
H 5.1483 0.9797 -1.5555 0.59
H -5.4058 2.4332 -0.0132 0.37
C -5.9149 -5.1840 9.5774 -0.63
H -8.1686 -6.9786 8.2269 0.38
H -1.2855 3.9106 -10.1043 0.37
C 3.2723 0.0590 0.1900 1.03
C -10.7628 -6.6100 10.9704 -0.40
C 4.5316 0.2085 2.4135 -0.73
H 4.3759 1.5902 -3.3392 0.31
H 10.7153 4.3420 -3.2769 0.37
C 9.6663 2.6872 -2.3955 -0.75
H -11.4612 -6.5294 11.7917 0.35
C -4.4552 -6.7400 8.5124 -0.73
F -2.5418 -3.3771 0.4115 -0.27
H -1.4740 3.0819 -6.1015 0.47
H -10.4128 -6.0653 7.6586 0.36
C 5.1052 -0.4334 -3.1448 0.04
H 4.5844 -1.3320 -3.4001 0.78
C 1.3350 -1.5616 0.2426 1.09
N 0.7220 2.8744 3.9749 -0.54
H -6.5951 -4.9078 10.3705 0.38
H 0.4849 6.8721 -8.7450 0.38
H 2.2945 8.4823 -8.1376 0.37
H 4.5612 7.5784 -7.6085 0.36
C 1.8674 -0.2327 0.6288 -0.09
H 1.4138 -3.0173 -1.2894 0.72
H 8.9610 5.9827 -2.5949 0.36
H 5.3502 1.0660 -4.7202 0.53
C 1.4828 6.5278 -8.5098 -0.51
H -3.9697 -7.7041 8.4532 0.36
C 1.9331 1.3953 -7.4219 -0.55
C -5.6212 -4.2940 8.5574 -0.19
C 0.5166 4.1861 4.0843 -0.32
H 4.8451 1.3944 0.6029 0.21
C -3.1566 4.4754 -9.2027 -0.68
C 4.6285 0.7554 -3.9813 -0.91
F -1.4541 -3.6325 -1.4502 -0.29
H 3.3604 1.7147 1.4643 0.45
H -0.7278 5.8997 3.7281 0.38
C -1.7239 -0.6131 5.0377 -0.19
H -2.1254 2.0738 2.3748 0.47
C -1.8750 3.9473 -9.1933 -0.17
H 2.4995 2.3002 -7.6156 0.61
O 3.5493 -3.3980 2.8439 -0.43
C -2.0975 -2.3482 3.6170 -0.02
H -0.0351 1.0967 3.2904 0.99
H 0.9295 -2.7687 1.9045 0.72
C 3.7471 -1.0355 2.8405 -0.43
C 2.6759 -1.2406 -1.7338 -0.37
N -4.7919 -4.5706 7.5505 -0.31
C 4.1284 -2.3141 2.1390 0.04
C -2.5203 -1.1779 6.0212 -0.89
H 4.0444 -4.5038 1.1426 0.31
H 4.9126 5.1179 -7.7163 0.37
O -0.3058 -3.3270 0.3999 -0.37
H -0.3154 -1.6056 1.6350 0.69
C 8.5245 2.3273 -1.6958 0.22
C 0.5606 -0.8700 -6.8381 -0.63
H 1.0203 4.4444 -8.7894 0.20
H 0.0359 -1.7749 -6.5628 0.41
C 1.7821 5.1741 -8.5380 0.09
C 3.7472 6.9201 -7.8787 -0.42
H -2.8195 -0.4140 -1.9053 0.36
H -5.5273 -7.1562 10.3277 0.38
H 10.3980 1.9403 -2.6709 0.36
H 2.6725 -0.8741 2.8241 -0.26
C 1.7571 -2.0700 -0.9159 -0.69
H 0.9149 1.3969 -9.3122 0.39
C -8.9298 -6.8610 8.9906 -0.14
C 8.8669 4.9331 -2.3530 -0.46
H 5.2118 -2.4036 2.2204 0.54
H -3.7871 3.9819 -5.9219 0.45
C -4.1517 0.8778 -0.8188 -0.18
H -1.9054 -2.7940 2.6514 0.15
C 3.9423 5.5490 -7.9380 -0.30
N -1.5053 -1.1771 3.8484 -0.01
C -2.9127 -2.9925 4.5342 -1.06
N 2.9876 4.6786 -8.2602 -0.32
C -10.1799 -6.3530 8.6744 -0.50
C -0.2260 2.1585 3.3710 -0.41
H 2.6298 -5.0305 2.0449 0.22
C -1.9808 3.4857 -6.9712 -0.37
H -2.3605 1.3013 -3.6446 0.45
C -4.2260 -5.7759 7.5424 -0.08
I 7.1659 -0.8834 -3.6999 -0.04
C -3.2873 0.5543 -1.8509 -0.39
H -9.1684 -7.4159 12.1702 0.36
H 1.6472 -0.7244 -4.9871 0.31
H -2.4873 4.5357 2.5957 0.40
C -3.2694 3.9884 -6.8712 -0.50
C 1.0517 0.8912 -8.3670 -0.28
C 7.7631 4.4690 -1.6547 -0.24
H -6.0695 -3.3062 8.5369 0.39
H -3.3678 -3.9427 4.2883 0.43
N -1.2834 3.4582 -8.1048 -0.09
O 2.5396 -1.2236 -2.9417 -0.56
C -0.6150 4.8307 3.6098 -0.33
H -3.7633 -2.8802 6.5043 0.65
C 1.4596 -0.2855 -5.9599 0.03
H 8.3379 1.2976 -1.4156 0.18
N -3.5800 2.7272 -2.8223 -0.42
N -8.5723 -7.2350 10.2193 -0.38
N 7.5813 3.1917 -1.3253 -0.32
H 3.9932 -1.2200 3.8824 0.59
C -4.7261 2.1384 -0.8009 -0.50
C 4.0268 0.9253 1.1404 -1.08
C -3.1300 -2.3955 5.7646 0.14
C -3.8672 4.4944 -8.0132 -0.23
O 1.2159 0.6049 1.2372 -0.63
F -1.5345 -1.6715 -0.5014 -0.13
C -3.0350 1.5123 -2.8219 -0.30
H 4.2371 -5.3462 2.6721 0.31
C -5.3186 -6.4332 9.5507 -0.04
C 2.4885 7.4178 -8.1724 -0.27
H -4.8396 4.0157 -1.8488 0.35
N 2.1430 0.8275 -6.2331 -0.29
I 6.6824 -0.9131 -0.5428 0.08
H 3.8486 -2.3268 1.0889 -0.16
H -4.8714 4.8970 -7.9774 0.37
H 1.3049 4.7440 4.5784 0.37
C 3.6303 -4.6169 2.1412 -0.72
H -0.3440 -0.6885 -8.7794 0.40
C -1.4366 -2.9895 -0.2569 0.84
H -3.5543 -5.9723 6.7131 0.34
H 6.9806 5.1505 -1.3392 0.37
C 0.3556 -2.2821 1.1215 -1.78
C 3.6827 -0.4173 -0.9974 1.33
H 5.5865 -0.0271 2.3759 0.32
H -2.6571 -0.6736 6.9680 0.40
C 5.0215 -0.0912 -1.6203 -1.96
H -1.2327 0.3377 5.2045 0.43
H -3.5851 4.8602 -10.1180 0.40
H -4.3732 0.1587 -0.0399 0.47
H -12.1024 -5.8335 9.4814 0.37
H 4.4158 0.9155 3.2267 0.38
C -1.5895 4.0704 2.9828 -0.38
C -9.4848 -7.1050 11.1804 -0.21
```

Properties
- LUMO energy: -1.06 eV
- Gap between HOMO and LUMO: 6.86 eV
- HOMO: -7.913 eV